Entry 1:
DFT (ωB97M-V/def2-TZVPD) results for a structure of composition C43H51AsFN5O8P2Se2Si3Zn at a distorted geometry.

Calculated values
* frontier orbital gap (spin up / spin down): 2.3642 / 1.8672 eV
* lowest unoccupied orbital energy (spin up / spin down): 0.130 / 0.130 Eh
* net charge: -2
* E_HOMO (spin up / spin down): 1.18 / 1.66 eV

CARTESIAN COORDINATES (ANGSTROEM)
Zn (-11.933, -17.821, 11.695)
O (-14.693, -20.469, 9.203)
C (-14.390, -19.421, 9.657)
O (-13.945, -18.552, 10.371)
C (-12.394, -20.966, 11.263)
O (-12.994, -21.939, 11.181)
O (-11.816, -19.942, 11.296)
Se (-14.786, -11.619, 9.367)
P (-12.840, -12.583, 8.995)
C (-13.014, -13.157, 7.258)
C (-13.903, -14.190, 6.964)
C (-14.149, -14.567, 5.634)
C (-13.525, -13.889, 4.552)
C (-12.617, -12.898, 4.852)
C (-12.469, -12.473, 6.194)
C (-11.522, -11.278, 9.009)
C (-11.727, -10.088, 8.291)
C (-10.850, -9.011, 8.495)
C (-9.742, -9.112, 9.366)
C (-9.581, -10.289, 10.047)
C (-10.478, -11.392, 9.868)
C (-12.624, -14.083, 10.045)
C (-11.948, -15.323, 9.978)
N (-12.310, -16.014, 11.108)
N (-13.281, -15.322, 11.761)
N (-13.485, -14.169, 11.161)
P (-10.842, -16.017, 8.705)
Se (-9.681, -17.404, 10.065)
C (-9.581, -14.982, 7.858)
C (-9.438, -14.952, 6.444)
C (-8.301, -14.405, 5.872)
C (-7.491, -13.559, 6.613)
C (-7.703, -13.402, 7.998)
C (-8.644, -14.254, 8.632)
C (-11.583, -17.165, 7.429)
C (-10.714, -17.913, 6.645)
C (-11.218, -18.930, 5.812)
C (-12.604, -19.240, 5.877)
C (-13.423, -18.555, 6.738)
C (-12.975, -17.387, 7.402)
H (-14.484, -14.680, 7.772)
H (-14.796, -15.397, 5.535)
H (-13.841, -14.188, 3.565)
H (-12.101, -12.335, 4.105)
H (-11.783, -11.633, 6.450)
H (-12.650, -9.994, 7.711)
H (-11.031, -8.055, 8.013)
H (-9.040, -8.302, 9.519)
H (-8.717, -10.392, 10.646)
H (-10.338, -12.320, 10.374)
H (-10.108, -15.532, 5.858)
H (-8.194, -14.608, 4.797)
H (-6.804, -12.932, 6.142)
H (-7.126, -12.681, 8.578)
H (-8.613, -14.403, 9.766)
H (-9.618, -17.721, 6.763)
H (-10.628, -19.494, 5.064)
H (-13.006, -20.096, 5.337)
H (-14.440, -18.844, 6.790)
H (-13.563, -16.733, 8.104)
F (-9.458, -14.717, 18.294)
C (-9.042, -15.196, 17.146)
C (-9.746, -15.982, 16.291)
N (-9.132, -16.510, 15.148)
C (-9.947, -17.033, 14.066)
C (-11.192, -17.892, 14.461)
O (-11.436, -18.209, 15.628)
O (-11.897, -18.364, 13.452)
C (-7.762, -16.446, 14.902)
O (-7.224, -17.128, 14.073)
N (-7.122, -15.616, 15.801)
C (-7.689, -14.907, 16.848)
O (-6.938, -14.207, 17.478)
H (-10.755, -16.297, 16.375)
H (-9.379, -17.786, 13.501)
H (-10.202, -16.228, 13.388)
H (-6.124, -15.540, 15.686)
C (-8.679, -21.858, 11.741)
Si (-8.402, -22.082, 13.683)
C (-6.875, -21.066, 13.956)
C (-8.165, -23.841, 14.177)
As (-10.470, -21.284, 14.668)
Si (-11.875, -23.362, 14.506)
C (-13.642, -22.882, 14.771)
C (-11.433, -24.570, 15.960)
C (-11.652, -24.308, 12.892)
Si (-9.730, -21.222, 16.886)
C (-11.186, -21.036, 18.055)
C (-8.450, -19.880, 16.904)
C (-8.841, -22.740, 17.577)
H (-7.791, -21.251, 11.391)
H (-9.622, -21.264, 11.559)
H (-8.715, -22.845, 11.276)
H (-6.137, -21.408, 13.188)
H (-6.723, -21.343, 15.010)
H (-6.936, -20.000, 13.767)
H (-7.088, -24.051, 14.190)
H (-8.547, -24.581, 13.494)
H (-8.508, -24.157, 15.185)
H (-14.318, -23.758, 14.686)
H (-14.013, -22.035, 14.157)
H (-13.876, -22.534, 15.832)
H (-11.850, -24.183, 16.931)
H (-10.376, -24.857, 16.043)
H (-11.894, -25.539, 15.748)
H (-12.613, -24.347, 12.352)
H (-11.344, -25.356, 13.005)
H (-11.015, -23.799, 12.197)
H (-11.549, -19.984, 18.092)
H (-10.985, -21.415, 19.086)
H (-12.056, -21.630, 17.662)
H (-7.452, -20.358, 16.802)
H (-8.520, -19.199, 17.810)
H (-8.560, -19.239, 15.947)
H (-8.456, -22.427, 18.541)
H (-8.049, -23.137, 16.918)
H (-9.580, -23.535, 17.749)

=====

Entry 2:
DFT (ωB97M-V/def2-TZVPD) results for a structure of composition C43H51F3FeN2OPS2 at a distorted geometry.

Calculated values
* frontier orbital gap (spin up / spin down): 6.4072 / 5.9490 eV
* lowest unoccupied orbital energy (spin up / spin down): -0.011 / -0.011 Eh
* ⟨S²⟩: 0.7584
* E_HOMO (spin up / spin down): -6.70 / -6.24 eV
* 2S+1: 2

CARTESIAN COORDINATES (ANGSTROEM)
Fe (-0.218, -0.397, 1.314)
C (-0.722, 4.019, 0.373)
C (-1.056, 2.552, 0.523)
N (-0.076, 1.666, 0.563)
N (1.132, 2.200, 0.326)
C (2.260, 1.763, 0.635)
S (2.610, 0.120, 1.459)
S (3.729, 2.555, 0.123)
C (4.401, 2.920, 1.815)
C (3.580, 3.967, 2.495)
C (3.889, 5.316, 2.342)
C (3.096, 6.292, 2.921)
C (1.976, 5.931, 3.659)
C (1.664, 4.590, 3.822)
C (2.462, 3.612, 3.246)
C (-2.441, 2.181, 0.622)
C (-3.420, 3.104, 0.198)
C (-4.764, 2.837, 0.274)
C (-5.196, 1.610, 0.792)
C (-4.280, 0.683, 1.225)
C (-2.889, 0.930, 1.167)
O (-2.081, 0.050, 1.624)
H (0.273, 4.222, 0.751)
H (-0.737, 4.314, -0.679)
H (-1.436, 4.630, 0.920)
H (4.400, 1.973, 2.352)
H (5.426, 3.241, 1.639)
H (4.756, 5.598, 1.755)
H (3.349, 7.337, 2.798)
H (1.350, 6.693, 4.107)
H (0.795, 4.300, 4.400)
H (2.210, 2.565, 3.383)
H (-3.105, 4.044, -0.236)
H (-5.479, 3.576, -0.063)
H (-6.254, 1.389, 0.849)
H (-4.599, -0.271, 1.626)
F (-0.727, 0.229, 9.852)
C (-1.590, -0.076, 8.869)
F (-2.620, 0.790, 8.959)
F (-2.093, -1.297, 9.146)
C (-0.954, -0.036, 7.513)
C (-1.743, -0.308, 6.401)
C (-1.189, -0.276, 5.137)
C (0.167, 0.026, 4.975)
C (0.947, 0.314, 6.102)
C (0.389, 0.283, 7.366)
C (0.780, 0.033, 3.688)
C (1.599, 0.180, 2.795)
H (-2.791, -0.543, 6.535)
H (-1.793, -0.470, 4.259)
H (1.990, 0.565, 5.969)
H (0.990, 0.511, 8.235)
C (0.474, -5.237, 3.486)
C (-0.639, -4.193, 3.555)
C (-1.004, -3.689, 2.146)
C (0.207, -3.708, 1.193)
C (1.471, -3.425, 2.010)
C (1.769, -4.598, 2.957)
P (-0.019, -2.405, -0.124)
C (1.233, -2.827, -1.458)
C (2.518, -1.994, -1.318)
C (3.577, -2.504, -2.293)
C (4.057, -3.906, -1.885)
C (2.950, -4.708, -1.180)
C (1.560, -4.321, -1.684)
C (-1.587, -2.886, -1.027)
C (-1.791, -4.384, -1.322)
C (-3.274, -4.722, -1.555)
C (-3.990, -3.574, -2.260)
C (-4.018, -2.322, -1.364)
C (-2.841, -2.294, -0.376)
H (0.158, -6.051, 2.827)
H (0.646, -5.672, 4.472)
H (-0.303, -3.360, 4.180)
H (-1.525, -4.614, 4.033)
H (-1.390, -2.664, 2.223)
H (-1.804, -4.308, 1.734)
H (0.311, -4.695, 0.735)
H (1.309, -2.512, 2.587)
H (2.334, -3.246, 1.367)
H (2.375, -4.235, 3.792)
H (2.363, -5.353, 2.435)
H (0.729, -2.458, -2.357)
H (2.917, -2.047, -0.304)
H (2.289, -0.945, -1.519)
H (4.423, -1.815, -2.324)
H (3.147, -2.529, -3.299)
H (4.916, -3.820, -1.216)
H (4.399, -4.444, -2.772)
H (3.001, -4.549, -0.100)
H (3.104, -5.775, -1.349)
H (0.820, -4.963, -1.210)
H (1.512, -4.534, -2.756)
H (-1.463, -2.356, -1.980)
H (-1.423, -4.998, -0.496)
H (-1.220, -4.658, -2.212)
H (-3.772, -4.919, -0.602)
H (-3.345, -5.635, -2.149)
H (-5.007, -3.873, -2.520)
H (-3.472, -3.359, -3.200)
H (-4.952, -2.291, -0.799)
H (-3.997, -1.425, -1.988)
H (-3.099, -2.861, 0.520)
H (-2.647, -1.271, -0.063)

=====

Entry 3:
DFT (ωB97M-V/def2-TZVPD) results for a structure of composition C43H51N6STeTl at a distorted geometry.

Calculated values
* frontier orbital gap: 3.7423 eV
* lowest unoccupied orbital energy: 0.119 Eh
* net charge: -2
* E_HOMO: -0.49 eV

CARTESIAN COORDINATES (ANGSTROEM)
Tl (13.534, 12.270, 15.373)
C (11.445, 9.121, 17.283)
C (11.614, 9.906, 18.415)
C (13.041, 10.001, 18.607)
C (13.640, 9.381, 17.485)
C (12.674, 8.811, 16.658)
C (12.859, 7.836, 15.500)
C (14.336, 7.777, 15.058)
C (11.993, 8.241, 14.271)
C (12.447, 6.432, 15.941)
C (13.901, 10.491, 19.787)
C (13.223, 10.078, 21.102)
C (14.161, 12.032, 19.730)
C (15.294, 9.796, 19.667)
C (10.401, 10.532, 19.131)
C (10.632, 12.000, 19.594)
C (9.213, 10.547, 18.136)
C (9.935, 9.640, 20.305)
H (10.485, 8.741, 16.951)
H (14.686, 9.425, 17.252)
H (14.719, 8.769, 14.763)
H (14.441, 7.112, 14.219)
H (14.987, 7.403, 15.865)
H (12.266, 9.230, 13.857)
H (10.945, 8.248, 14.511)
H (12.178, 7.512, 13.480)
H (13.057, 6.093, 16.759)
H (12.606, 5.728, 15.115)
H (11.405, 6.363, 16.266)
H (12.427, 10.726, 21.430)
H (13.950, 10.082, 21.905)
H (12.794, 9.066, 21.071)
H (13.253, 12.657, 19.751)
H (14.717, 12.295, 18.808)
H (14.734, 12.306, 20.604)
H (15.222, 8.695, 19.596)
H (15.911, 10.025, 20.541)
H (15.847, 10.123, 18.775)
H (10.882, 12.618, 18.723)
H (11.352, 12.079, 20.407)
H (9.684, 12.420, 19.959)
H (9.524, 11.013, 17.185)
H (8.380, 11.128, 18.508)
H (8.839, 9.535, 17.948)
H (10.631, 9.561, 21.144)
H (9.834, 8.638, 19.884)
H (8.963, 9.983, 20.680)
S (13.394, 16.802, 16.286)
C (15.021, 16.243, 16.077)
C (15.035, 14.921, 15.799)
C (13.732, 14.389, 15.738)
C (12.720, 15.240, 15.932)
C (11.308, 14.965, 15.860)
C (10.324, 15.940, 16.128)
C (8.981, 15.675, 15.928)
C (8.599, 14.345, 15.637)
C (9.626, 13.450, 15.431)
N (10.931, 13.720, 15.582)
H (15.861, 16.925, 16.160)
H (15.936, 14.342, 15.567)
H (10.671, 16.892, 16.493)
H (8.231, 16.458, 16.045)
H (7.577, 14.016, 15.531)
H (9.429, 12.409, 15.145)
Te (12.302, 13.468, 12.660)
C (12.972, 12.800, 10.752)
C (12.701, 13.525, 9.580)
C (13.104, 13.023, 8.341)
C (13.728, 11.773, 8.224)
C (13.994, 11.067, 9.379)
C (13.612, 11.592, 10.627)
H (12.176, 14.494, 9.709)
H (12.894, 13.650, 7.453)
H (14.005, 11.414, 7.241)
H (14.532, 10.116, 9.339)
H (13.906, 11.053, 11.528)
C (17.804, 12.817, 17.633)
C (17.674, 11.959, 16.421)
N (16.820, 12.179, 15.429)
C (16.994, 11.182, 14.514)
C (17.924, 10.294, 14.964)
N (18.394, 10.810, 16.218)
C (19.690, 10.482, 16.808)
N (20.863, 11.058, 16.205)
N (21.957, 10.210, 16.174)
N (22.861, 10.720, 15.411)
C (22.437, 11.968, 14.932)
C (23.169, 12.915, 14.215)
C (22.642, 14.199, 14.133)
C (21.427, 14.491, 14.756)
C (20.647, 13.513, 15.405)
C (21.173, 12.213, 15.480)
H (17.071, 13.635, 17.567)
H (18.816, 13.282, 17.715)
H (17.581, 12.278, 18.563)
H (16.409, 11.177, 13.590)
H (18.238, 9.377, 14.490)
H (19.817, 9.394, 16.795)
H (19.717, 10.781, 17.897)
H (24.131, 12.640, 13.782)
H (23.201, 14.971, 13.603)
H (21.044, 15.530, 14.719)
H (19.650, 13.788, 15.805)

=====

Entry 4:
DFT (ωB97M-V/def2-TZVPD) results for a structure of composition C43H52BHgN9O3S3 at a distorted geometry.

Calculated values
* frontier orbital gap (spin up / spin down): 5.1267 / 5.7678 eV
* lowest unoccupied orbital energy (spin up / spin down): 0.072 / 0.060 Eh
* ⟨S²⟩: 0.7697
* net charge: -1
* E_HOMO (spin up / spin down): -3.18 / -4.13 eV
* 2S+1: 2

CARTESIAN COORDINATES (ANGSTROEM)
Hg (-0.224, -0.634, -0.131)
C (-2.846, -0.227, 3.788)
C (-1.381, 0.021, 3.852)
C (-0.601, -0.387, 4.908)
C (0.791, -0.185, 4.834)
N (1.353, 0.361, 3.795)
N (0.614, 0.783, 2.767)
B (1.348, 1.440, 1.699)
N (0.792, 2.711, 1.218)
N (0.216, 3.455, 2.158)
C (-0.485, 4.505, 1.844)
C (-0.685, 4.870, 0.497)
C (-0.096, 4.119, -0.489)
C (-0.344, 4.342, -1.939)
C (0.702, 3.009, -0.113)
S (1.445, 2.010, -1.226)
C (-1.059, 5.235, 3.044)
C (-1.710, 6.570, 2.685)
C (-2.112, 4.319, 3.681)
C (0.098, 5.475, 4.021)
N (2.737, 1.143, 1.412)
N (3.512, 2.236, 1.340)
C (4.752, 2.145, 0.967)
C (5.325, 0.908, 0.603)
C (4.551, -0.226, 0.666)
C (5.057, -1.554, 0.215)
C (3.212, -0.111, 1.103)
S (2.183, -1.435, 1.168)
C (5.546, 3.436, 0.945)
C (4.625, 4.602, 1.315)
C (6.118, 3.653, -0.462)
C (6.700, 3.329, 1.951)
C (-0.749, 0.625, 2.744)
S (-1.633, 1.078, 1.376)
C (1.755, -0.462, 5.970)
C (2.140, 0.916, 6.527)
C (1.133, -1.291, 7.093)
C (2.987, -1.174, 5.405)
H (-3.206, -0.682, 4.707)
H (-3.036, -0.890, 2.944)
H (-3.386, 0.697, 3.597)
H (-1.058, -0.874, 5.754)
H (-1.318, 5.700, 0.232)
H (-0.991, 5.198, -2.108)
H (-0.807, 3.443, -2.349)
H (0.595, 4.480, -2.471)
H (-2.609, 6.415, 2.095)
H (-1.026, 7.211, 2.134)
H (-1.995, 7.085, 3.601)
H (-2.905, 4.114, 2.965)
H (-2.546, 4.790, 4.562)
H (-1.660, 3.372, 3.961)
H (0.849, 6.117, 3.564)
H (0.568, 4.528, 4.267)
H (-0.256, 5.949, 4.933)
H (6.343, 0.845, 0.253)
H (6.125, -1.509, 0.012)
H (4.535, -1.857, -0.693)
H (4.846, -2.311, 0.968)
H (3.801, 4.655, 0.608)
H (5.170, 5.544, 1.300)
H (4.203, 4.446, 2.305)
H (5.316, 3.651, -1.196)
H (6.825, 2.867, -0.721)
H (6.638, 4.608, -0.515)
H (6.320, 3.118, 2.948)
H (7.262, 4.262, 1.984)
H (7.384, 2.529, 1.673)
H (1.248, 1.427, 6.890)
H (2.583, 1.517, 5.737)
H (2.847, 0.819, 7.349)
H (0.315, -0.748, 7.563)
H (1.886, -1.492, 7.854)
H (0.763, -2.242, 6.715)
H (3.416, -0.576, 4.606)
H (2.703, -2.137, 4.986)
H (3.734, -1.330, 6.182)
O (-1.024, -2.414, -5.066)
C (-1.245, -1.103, -5.244)
C (-1.163, -0.574, -6.535)
C (-1.382, 0.769, -6.763)
C (-1.726, 1.611, -5.718)
C (-1.798, 1.102, -4.437)
C (-1.533, -0.236, -4.175)
C (-1.431, -0.663, -2.760)
O (-1.402, 0.219, -1.860)
N (-1.307, -1.971, -2.567)
N (-0.994, -2.317, -1.294)
C (-0.882, -3.565, -0.991)
C (-0.443, -4.038, 0.287)
C (0.037, -5.350, 0.381)
C (0.546, -5.859, 1.553)
C (0.534, -5.066, 2.702)
C (0.039, -3.791, 2.663)
C (-0.442, -3.208, 1.459)
O (-0.902, -2.012, 1.483)
H (-1.080, -2.560, -4.071)
H (-0.913, -1.238, -7.350)
H (-1.281, 1.167, -7.764)
H (-1.924, 2.657, -5.893)
H (-2.045, 1.730, -3.595)
H (-1.117, -4.313, -1.757)
H (0.037, -5.961, -0.514)
H (0.964, -6.857, 1.588)
H (0.922, -5.460, 3.634)
H (0.032, -3.170, 3.552)
C (3.286, 0.311, -3.341)
C (2.393, -0.586, -2.667)
N (1.697, -1.314, -2.124)
H (3.490, -0.050, -4.348)
H (4.212, 0.378, -2.770)
H (2.821, 1.296, -3.383)

=====

One value per record, in order, for relative energy (zero: lowest compared OMol25 entry of this formula, charge and spin): 5.328 1.722 0.000 0.519 eV.
One value per record, in order, for DFT total energy: -13013.99747 -4554.81819 -2836.26013 -3761.23766 hartree.